1.
33
Properties=species:S:1:pos:R:3:forces:R:3 method="wB97M-V/def2-TZVPD" spin_multiplicity=1 e_above_lowest_kj_mol=123.9 lumo_ha=0.0300 charge=0
N -0.76650 1.09739 0.91727 1.185 -3.184 0.053
O -1.37244 2.81564 3.09237 -0.275 0.421 -0.314
C -0.05828 -0.02698 0.95267 -1.661 2.541 0.498
C -1.53055 -2.06276 0.94923 0.562 -0.101 0.248
C 2.90254 -0.99643 -2.53297 0.202 -0.220 -0.090
C -0.02504 -0.57542 -2.04256 0.148 -0.038 0.294
C -2.10411 1.17494 1.55380 0.680 0.083 -0.496
C -2.26420 2.62788 1.97822 -0.349 -0.736 0.763
C -0.44603 -1.27591 1.74327 -0.377 -0.438 -0.790
C 1.21538 -0.07549 0.13345 -0.058 0.714 -0.460
C 2.35487 0.36416 -2.13317 -0.176 0.526 -0.377
C 1.02387 0.35083 -1.36687 -0.685 -0.858 0.361
H -0.49219 2.48780 2.83805 -0.487 0.182 -0.154
H -2.38805 -1.41154 0.80894 -0.325 -0.268 0.077
H -1.16304 -2.32583 -0.05285 -0.035 0.014 0.316
H -1.78164 -3.00107 1.48268 -0.114 0.605 -0.311
H 3.08506 -1.55566 -1.60301 -0.063 -0.282 -0.470
H 2.17930 -1.52223 -3.19010 0.527 0.090 0.486
H 3.87123 -0.92284 -3.07933 -0.687 0.047 0.395
H -1.04104 -0.44406 -1.59752 0.792 -0.018 -0.393
H -0.06775 -0.39288 -3.13284 -0.094 -0.086 0.489
H 0.29272 -1.62513 -1.87439 -0.328 0.423 -0.237
H -2.24951 0.50843 2.42050 0.127 0.266 -0.134
H -2.84627 0.88736 0.80259 -0.004 0.128 -0.078
H -2.06217 3.30766 1.14370 0.199 -0.103 0.110
H -3.31544 2.80564 2.30517 0.863 0.004 0.145
H 0.39607 -1.96715 1.87220 0.093 0.461 0.006
H -0.82835 -1.04037 2.73885 0.032 0.169 -0.113
H 1.64295 -1.07276 0.25267 0.109 0.011 -0.333
H 1.93543 0.64555 0.54502 -0.106 -0.202 0.182
H 2.20186 0.96741 -3.04523 0.103 -0.095 0.295
H 3.09047 0.88759 -1.51490 0.038 0.074 -0.122
H 0.61086 1.36623 -1.36490 0.165 -0.132 0.154

---

2.
34
Properties=species:S:1:pos:R:3:forces:R:3 method="wB97M-V/def2-TZVPD" spin_multiplicity=1 e_above_lowest_kj_mol=0.0 lumo_ha=-0.1427 charge=+1
C -3.51800 -0.05829 -0.46283 0.317 2.438 -1.518
C 3.41313 0.45370 -1.45127 -0.754 -0.449 1.076
C -1.03049 -3.07994 -0.45216 0.283 -1.256 -0.174
C 2.15463 1.62861 0.78092 0.146 1.675 2.184
C -0.75444 0.47668 2.11173 1.055 -0.127 -0.702
C -3.34229 1.20324 -1.14514 -1.405 0.801 0.246
C 2.06343 -0.14856 -0.85115 1.885 -2.510 -2.385
C -0.20841 -2.58010 0.70263 -0.846 2.078 1.313
C -2.19895 1.96712 -0.41097 0.843 -1.337 -0.642
C 1.75620 0.13200 0.58359 -0.024 2.813 -1.242
N -3.30265 -0.93920 0.19662 0.105 -3.140 2.226
P 0.00243 -0.29530 0.61556 -0.800 0.110 0.968
S -0.76857 0.93336 -0.98636 0.819 -0.201 0.548
H 4.17119 0.51798 -0.63491 -0.453 -0.211 -0.823
H 3.74811 -0.20546 -2.23722 0.254 -0.338 -0.035
H 3.33278 1.41543 -1.92862 -0.317 0.557 0.175
H -1.99583 -2.59664 -0.68609 0.841 0.047 0.347
H -0.30076 -3.02998 -1.26979 -0.776 -0.312 -0.451
H -1.29302 -4.18140 -0.25398 0.595 1.414 -0.231
H 1.66528 2.33238 0.04977 0.383 -0.945 0.650
H 1.83121 1.95793 1.84037 0.495 -0.281 -1.591
H 3.30886 1.87859 0.74135 -2.390 -1.058 0.008
H -0.67078 1.56140 2.18350 0.493 -0.115 -0.265
H -0.43446 0.02426 3.02255 0.708 -0.370 0.620
H -1.76396 0.25316 2.06572 -2.279 -0.471 -0.143
H -3.13207 0.98165 -2.20936 0.090 0.471 0.566
H -4.31944 1.69250 -1.08671 0.188 0.438 -0.177
H 2.26265 -1.25728 -0.96996 -0.555 0.869 0.128
H 1.14711 0.04168 -1.47653 1.535 0.036 0.091
H 0.81899 -3.05065 0.74775 -1.081 1.074 0.111
H -0.75194 -2.49933 1.69279 0.829 -0.414 -1.058
H -2.14556 1.96901 0.69544 -0.827 0.126 -0.834
H -1.97565 2.96108 -0.82519 -0.298 -0.348 0.182
H 2.23125 -0.45961 1.30795 0.942 -1.065 0.837

---

3.
45
Properties=species:S:1:pos:R:3:forces:R:3 method="wB97M-V/def2-TZVPD" spin_multiplicity=1 e_above_lowest_kj_mol=58.6 lumo_ha=0.0046 charge=-3
Zn -1.53609 -4.23075 3.70578 -0.081 0.132 -0.067
C -7.58519 -3.99592 3.49043 -0.126 0.205 -0.237
C -6.07200 -4.00014 3.54245 3.004 -1.333 0.441
O -5.45738 -5.09475 3.34356 -1.508 -0.503 -0.337
O -5.32151 -3.03862 3.82855 -1.476 1.395 0.142
H -7.95881 -3.22296 2.81884 0.067 0.018 -0.117
H -8.05061 -3.80228 4.45686 0.239 -0.014 0.171
H -7.88446 -4.98277 3.13733 -0.117 0.104 -0.007
C -3.51281 1.11805 -2.78759 -0.610 0.299 0.192
C -3.34879 2.37181 -1.93096 -0.036 -0.580 -1.655
O -4.09144 2.59484 -0.98135 -1.212 -0.342 1.652
O -2.61463 3.28009 -2.32875 1.428 0.898 -0.612
H -2.61942 0.70834 -3.25884 0.135 -0.026 0.555
H -4.13434 1.43909 -3.62349 -0.145 0.133 -0.104
H -4.12558 0.41751 -2.22026 0.382 -0.391 -0.059
C 1.25005 3.93877 4.24878 0.516 -0.346 0.210
C 0.14951 4.58981 3.52345 -1.664 0.188 -0.063
O 0.43546 5.32445 2.57970 0.483 1.014 -1.252
O -1.05152 4.42217 3.86002 0.029 -0.284 0.431
H 1.32006 2.90915 3.89793 0.024 -0.123 0.283
H 1.02839 4.00319 5.31405 0.374 -0.237 0.063
H 2.14080 4.47961 3.92917 0.261 -0.152 0.442
C 6.84193 -0.61205 -4.78576 -0.049 -0.182 0.331
C 6.16748 0.54349 -5.57258 -1.294 0.214 1.364
O 6.64350 0.82826 -6.64954 2.126 0.186 -2.936
O 5.14850 1.11602 -5.12184 -0.181 -0.584 1.339
H 7.69437 -1.05522 -5.30058 -0.127 0.089 -0.436
H 6.09899 -1.38967 -4.60845 -0.059 -0.072 0.077
H 7.24334 -0.32821 -3.81293 -0.315 0.357 0.187
C 1.41499 -0.78588 -0.18172 0.321 0.542 0.256
C 0.63099 -1.61401 0.79616 -0.499 -0.388 1.289
O 0.96111 -1.71283 2.00884 0.807 0.479 0.154
O -0.38151 -2.28610 0.50549 -0.067 0.177 -1.203
H 0.77140 -0.09351 -0.72441 -0.208 -0.691 -0.621
H 2.04792 -1.46331 -0.75494 -0.435 0.118 -0.589
H 2.12059 -0.07822 0.25353 0.035 -0.300 0.761
O -2.28280 -4.73164 -3.53669 -0.105 -0.089 -0.342
H -1.93724 -4.14341 -2.86527 0.094 0.274 0.241
H -2.20422 -5.60539 -3.15377 0.011 -0.156 0.133
O 2.40410 4.68681 -1.80966 -0.091 0.291 0.023
H 2.34768 3.81048 -2.19056 -0.073 -0.262 -0.136
H 3.32797 4.79039 -1.58171 0.194 -0.025 0.051
O 4.96909 0.07659 3.42382 0.339 -0.110 0.074
H 4.96884 0.94475 3.82697 -0.037 0.218 0.041
H 4.04323 -0.12609 3.28990 -0.355 -0.139 -0.133

---

4.
32
Properties=species:S:1:pos:R:3:forces:R:3 method="wB97M-V/def2-TZVPD" spin_multiplicity=1 e_above_lowest_kj_mol=396.9 lumo_ha=0.0388 charge=0
C 2.44663 -2.42184 -0.02180 -1.346 -0.981 0.423
C 3.06568 -1.04259 0.26944 1.883 0.374 -3.290
C 2.12471 0.09228 -0.33515 2.932 -1.890 -1.197
C 2.72813 1.49048 -0.14185 0.789 -1.270 0.239
C 1.74389 2.58703 -0.24372 -4.752 2.335 0.985
C -2.86866 -0.77988 -0.96813 -0.149 0.179 -0.084
C -1.94326 -1.29718 0.14743 0.330 -0.511 -0.212
C -1.67097 -0.09076 1.07111 0.134 0.291 0.123
C -2.50510 1.08256 0.50125 0.164 0.043 0.130
C -3.60139 0.40134 -0.31772 -0.265 -0.259 0.297
H 1.30354 -2.24178 0.46976 3.011 -1.514 -1.226
H 2.35439 -2.73574 -1.07395 -0.504 1.026 -0.055
H 3.07064 -3.38105 0.25969 -1.378 2.049 0.783
H 4.04226 -0.76396 -0.42384 -1.551 -1.442 2.432
H 3.17979 -1.10478 1.36791 0.482 1.134 -0.573
H 1.90509 -0.32742 -1.43632 -0.001 1.572 2.475
H 1.40251 0.01972 0.38232 -3.301 0.052 0.903
H 3.66454 1.62787 -0.69639 -0.322 0.021 -0.213
H 2.98299 1.59380 0.93715 0.584 -0.680 -0.696
H 1.25213 2.55989 0.89169 0.955 0.895 -2.967
H 2.26298 3.64794 -0.46658 -1.699 -2.387 0.464
H 0.53890 2.38015 -0.92004 4.227 0.685 1.494
H -2.27335 -0.40759 -1.80380 0.091 0.027 -0.039
H -3.54009 -1.54208 -1.38081 0.109 0.100 0.189
H -1.01103 -1.72485 -0.27610 -0.465 0.243 0.259
H -2.42559 -2.10836 0.70799 0.042 0.165 -0.127
H -0.60177 0.14934 1.11586 -0.250 0.037 -0.040
H -1.97594 -0.29102 2.10195 -0.024 -0.114 -0.112
H -1.88130 1.69975 -0.16022 -0.124 -0.081 0.105
H -2.90230 1.73587 1.29088 0.133 -0.144 -0.231
H -4.09057 1.08645 -1.01564 0.049 -0.173 -0.016
H -4.37579 -0.00083 0.36326 0.215 0.218 -0.226

---

5.
50
Properties=species:S:1:pos:R:3:forces:R:3 method="wB97M-V/def2-TZVPD" spin_multiplicity=1 lumo_ha=0.0620 charge=-1
N -0.77616 -5.97557 -0.81836 0.205 -1.412 1.056
C -0.65341 -4.98408 -1.37867 -1.390 2.184 -2.526
O -0.76307 -3.92996 -2.14487 0.638 -1.825 1.464
P 0.76291 -2.95329 -1.94779 -0.838 1.190 1.763
C 0.02266 -1.98181 -0.47054 0.098 0.526 -0.497
N 0.74120 -2.16233 0.79049 -0.924 0.078 0.354
O 1.47941 -4.04026 -3.14038 0.984 1.286 -0.580
C 2.87057 -3.65549 -3.10102 -0.444 0.499 1.119
C 2.78799 -2.09083 -3.06823 -0.470 -0.873 -0.636
O 2.11949 -1.82893 -1.83459 0.511 -0.850 -1.581
H 0.13565 -2.08153 -2.89807 0.191 -0.314 -0.225
H 1.24515 -3.90125 -0.97356 0.273 0.049 -0.113
H -1.06496 -2.22282 -0.38703 0.765 0.103 0.251
H 0.12256 -0.90711 -0.73451 -0.126 -0.740 0.171
H 1.56509 -1.58146 0.87062 0.031 -0.432 -0.298
H 0.92099 -3.13888 0.98790 0.392 0.178 -0.198
H 3.53524 -4.07178 -3.88432 -0.765 -0.061 0.230
H 3.14655 -4.00249 -2.06947 0.872 0.304 -0.867
H 3.69600 -1.49842 -3.30532 -0.256 -0.349 0.826
H 2.05808 -1.88460 -3.89603 0.639 0.171 0.229
C -2.50689 1.64931 -0.58020 -0.155 -0.124 -0.252
Cl -1.19614 2.24970 0.44725 -0.273 -0.183 0.413
Cl -2.06016 0.14921 -1.39378 -0.458 0.399 -0.106
H -3.37954 1.46583 0.03954 0.129 -0.021 0.053
H -2.73579 2.40269 -1.32954 0.149 0.003 0.045
C 0.44327 4.79746 2.89716 0.036 0.109 0.044
Cl 1.30480 3.30358 2.50281 0.180 0.110 -0.076
Cl -1.30097 4.53240 2.97058 0.091 0.139 0.373
H 0.78520 5.15670 3.86325 -0.047 -0.118 -0.018
H 0.65505 5.53781 2.13121 -0.072 -0.131 -0.051
C -2.91700 6.98358 0.10141 -0.057 -0.049 -0.220
Cl -2.54351 5.25913 0.01408 -0.038 0.195 -0.243
Cl -3.08099 7.53169 1.77568 -0.025 0.119 -0.012
H -2.11401 7.54026 -0.37190 0.016 -0.067 0.113
H -3.85144 7.16795 -0.41966 0.007 -0.043 0.122
C 0.41643 -5.23448 2.93101 -0.056 0.033 0.127
Cl -1.21640 -5.70760 2.44313 0.029 0.042 0.215
Cl 1.58377 -5.52040 1.63820 0.132 -0.055 0.135
H 0.41300 -4.17617 3.17815 -0.032 -0.023 -0.175
H 0.70938 -5.81720 3.79931 -0.053 -0.054 -0.105
C -0.69512 1.66178 4.96450 0.024 -0.083 -0.160
Cl -0.31792 -0.05974 4.86702 0.000 0.054 -0.076
Cl -0.85049 2.19747 6.64730 -0.033 0.134 0.043
H 0.10461 2.22325 4.49137 -0.069 -0.144 0.158
H -1.63205 1.84663 4.44933 0.022 -0.056 0.103
C 0.39516 2.43773 -3.83050 0.103 -0.023 -0.221
Cl 0.76994 0.71865 -3.93873 -0.006 0.068 -0.029
Cl 0.22967 2.95454 -2.14539 0.073 0.157 -0.363
H 1.19781 3.00346 -4.29465 -0.003 -0.049 0.096
H -0.54012 2.62861 -4.34856 0.000 -0.050 0.124

---

6.
63
Properties=species:S:1:pos:R:3:forces:R:3 method="wB97M-V/def2-TZVPD" spin_multiplicity=1 e_above_lowest_kj_mol=83.0 lumo_ha=-0.0027 charge=-1
N 24.42585 18.52213 15.44644 -0.337 -1.107 -0.100
H 24.73723 18.76849 14.51776 -0.021 0.239 -0.479
H 24.18756 17.54105 15.47428 0.311 -1.044 -0.325
H 23.52669 18.91582 15.68434 -0.012 1.156 0.327
H 25.18490 18.63704 16.10276 0.220 0.604 0.726
C 29.86163 21.43411 17.58562 -0.326 -1.404 0.934
F 31.16883 21.55724 17.71734 0.404 0.212 -0.571
F 29.28384 22.46637 18.17472 -0.170 -0.013 -0.625
F 29.51130 21.33269 16.28342 0.241 0.419 0.983
S 29.42085 19.78469 18.49777 0.062 -3.679 -1.174
O 29.53145 18.69346 17.50173 -0.390 2.461 0.794
O 30.30661 19.54692 19.64499 -1.551 1.605 -1.575
N 27.75389 19.98844 18.78415 2.577 -0.333 -1.754
S 27.67695 20.26956 20.28728 -0.788 1.420 6.492
O 27.78473 19.05240 21.17057 -0.636 3.110 -2.292
O 28.36905 21.50706 20.74285 -0.820 -2.120 -0.753
C 25.79992 20.88530 20.51619 0.874 -1.466 -0.498
F 25.36513 21.90600 19.70543 0.671 -0.868 1.205
F 25.08533 19.79866 20.22231 -0.880 -0.418 -0.887
F 25.51228 21.09872 21.80313 0.532 1.074 -0.495
N 23.17579 13.66985 15.44151 2.900 -0.093 -5.175
S 22.55938 12.64206 16.28872 -5.170 -1.715 8.351
O 23.38752 11.75377 17.04709 -0.172 -0.061 -0.578
O 21.23381 12.24437 15.92884 -0.015 -1.462 -1.231
F 22.12175 13.72298 17.37921 0.112 0.778 1.357
S 23.69968 12.56768 14.28187 2.828 2.280 -4.596
O 22.95978 12.61594 13.01675 0.273 -0.596 2.497
O 24.46540 11.39755 14.63696 -1.758 0.602 -0.008
F 24.88776 13.56030 13.93835 0.985 0.540 -0.679
C 18.34839 20.31536 11.25990 -0.532 -1.434 -0.277
C 19.21164 19.57948 12.23741 2.047 1.675 1.100
O 20.01722 20.23075 12.94033 -0.993 -1.333 -0.760
N 19.19549 18.21933 12.25838 -0.538 0.609 0.334
C 18.16874 17.37062 11.66197 0.575 -0.357 0.312
H 18.38146 21.40157 11.34432 0.002 -0.402 0.173
H 17.36110 19.86080 11.34205 -0.449 0.665 0.065
H 18.65019 19.95733 10.27560 0.228 0.383 -0.272
H 19.90488 17.83009 12.86283 -0.287 -0.128 -0.004
H 18.45914 17.20292 10.62484 -0.634 -0.201 -0.112
H 17.14763 17.72627 11.79961 0.178 0.542 -0.349
H 18.12318 16.42233 12.19749 0.468 -0.100 -0.152
C 27.45882 18.83566 9.50262 -1.624 0.655 -0.996
C 26.23139 19.82781 9.34041 1.059 -0.505 2.781
O 25.86519 20.48647 10.33157 0.191 -0.574 -2.224
N 25.65274 19.75676 8.12553 -0.320 0.536 -0.826
C 24.45579 20.46006 7.68981 -0.985 -0.228 0.527
H 28.32079 19.31864 9.96288 -0.277 -0.094 0.019
H 27.68549 18.45888 8.50524 0.504 -0.012 0.067
H 27.08740 17.97799 10.06347 0.222 0.149 0.331
H 25.88684 18.95491 7.55779 0.268 0.274 0.138
H 24.21504 21.33453 8.29432 0.446 -0.161 0.190
H 23.61244 19.77719 7.79253 -0.250 0.022 0.089
H 24.42521 20.77747 6.64750 0.748 -0.104 -0.031
C 24.69870 25.73287 15.66290 0.170 0.065 0.293
Cl 24.41598 26.88474 17.03323 0.075 -1.004 -0.527
Cl 24.88316 26.66342 14.18658 -0.002 0.012 -0.422
H 25.61052 25.15208 15.80208 0.001 0.428 0.359
H 23.89201 25.01241 15.52764 -0.236 0.506 0.307
C 16.96751 19.13973 19.08016 -0.351 0.151 -0.437
Cl 15.54270 19.10876 18.04269 -1.091 -0.259 -0.050
Cl 16.73878 20.15839 20.51827 0.227 -0.093 -0.402
H 17.16031 18.12361 19.42427 0.286 0.316 -0.253
H 17.62128 19.56440 18.31836 0.929 -0.120 1.138

---

| no. | maximum force (eV Å⁻¹) |
| --- | --- |
| 1 | 3.40 |
| 2 | 3.94 |
| 3 | 3.63 |
| 4 | 5.39 |
| 5 | 3.62 |
| 6 | 9.97 |